[1]
A cluster of 12 separate species, C36H58O36 in total in a non-equilibrium geometry. Source: the OMol25 dataset; level of theory: ωB97M-V/def2-TZVPD.

```
130
Properties=species:S:1:pos:R:3:lowdin_charge:R:1
C 1.48 22.94 11.47 -0.1222
C 1.41 23.53 12.88 -0.0835
O 1.90 22.45 13.69 0.0648
C 2.46 21.52 12.92 -0.5667
O 3.07 20.58 13.33 0.1449
O 2.18 21.72 11.62 0.0816
H 1.94 23.63 10.75 0.1320
H 0.48 22.81 11.05 0.1304
H 0.35 23.68 13.04 0.1331
H 2.09 24.36 12.99 0.1363
C 8.27 19.10 20.27 -0.0632
C 6.97 19.66 20.80 -0.1259
O 6.95 21.02 20.45 0.0889
C 8.12 21.38 19.92 -0.5991
O 8.45 22.49 19.64 0.1493
O 8.91 20.31 19.71 0.0549
H 8.19 18.41 19.43 0.1087
H 8.96 18.67 21.00 0.1291
H 6.99 19.46 21.88 0.1314
H 6.07 19.15 20.48 0.1176
C 3.12 17.37 16.79 -0.0974
C 2.90 15.94 17.43 -0.0492
O 4.18 15.77 18.08 0.0786
C 4.87 16.90 18.13 -0.5966
O 5.92 17.08 18.69 0.1281
O 4.26 17.87 17.46 0.0471
H 2.32 18.05 17.11 0.1267
H 3.15 17.27 15.71 0.1135
H 2.86 15.25 16.59 0.1261
H 2.08 15.86 18.13 0.1280
C 11.72 15.97 16.68 -0.1066
C 12.11 15.96 15.19 -0.0922
O 13.55 16.07 15.22 0.0531
C 14.00 16.17 16.50 -0.5844
O 15.14 16.31 16.78 0.1555
O 12.96 16.14 17.32 0.0734
H 11.26 15.05 17.06 0.1212
H 11.06 16.81 16.87 0.1047
H 11.69 16.72 14.56 0.0935
H 11.96 14.98 14.75 0.1300
C 7.88 20.95 15.68 -0.0999
C 8.92 21.96 16.19 -0.0956
O 10.11 21.27 15.89 0.0856
C 9.89 19.95 15.88 -0.5558
O 10.71 19.09 15.76 0.1640
O 8.56 19.73 15.96 0.0380
H 7.67 20.88 14.60 0.1307
H 6.99 21.06 16.29 0.1145
H 8.78 22.02 17.27 0.1132
H 8.70 22.95 15.80 0.1391
C 10.71 18.51 11.54 -0.1017
C 9.20 18.88 11.63 -0.0697
O 8.68 17.88 12.51 0.0608
C 9.60 17.04 12.90 -0.5913
O 9.43 16.02 13.51 0.1537
O 10.78 17.37 12.37 0.0645
H 11.40 19.30 11.87 0.1314
H 11.06 18.33 10.52 0.1273
H 8.81 18.73 10.62 0.1305
H 9.01 19.82 12.14 0.1286
C 3.68 21.71 18.13 -0.0717
C 3.70 21.43 16.60 -0.0980
O 4.80 22.21 16.19 0.0420
C 5.29 23.01 17.14 -0.5927
O 6.16 23.82 17.04 0.1665
O 4.58 22.82 18.26 0.0603
H 4.20 20.89 18.63 0.1218
H 2.72 21.97 18.57 0.1300
H 2.76 21.68 16.11 0.1184
H 3.99 20.41 16.38 0.1113
C 7.95 16.60 16.22 -0.0350
O 7.04 17.33 15.40 -0.0085
C 5.96 16.64 15.01 -0.6104
O 5.63 15.53 15.34 0.1472
O 5.23 17.38 14.19 0.0054
C 5.63 18.68 13.79 -0.0163
H 7.88 15.52 16.31 0.1050
H 7.87 17.07 17.20 0.0778
H 8.97 16.70 15.84 0.0636
H 4.93 19.02 13.04 0.0603
H 6.67 18.75 13.49 0.0798
H 5.59 19.36 14.64 0.0869
C 3.34 15.38 8.40 -0.0365
O 3.98 16.34 9.21 -0.0089
C 3.98 17.63 8.88 -0.6239
O 3.66 18.09 7.82 0.1385
O 4.43 18.25 9.95 -0.0146
C 4.67 19.66 9.96 -0.0062
H 3.73 14.36 8.47 0.0958
H 3.37 15.71 7.36 0.0929
H 2.28 15.24 8.65 0.0878
H 5.59 19.85 9.42 0.1003
H 4.63 19.93 11.01 0.0695
H 3.82 20.17 9.50 0.0963
C 4.12 14.51 12.03 -0.0316
O 3.00 13.68 11.79 0.0181
C 1.99 13.62 12.63 -0.6372
O 1.98 14.04 13.77 0.1126
O 0.99 13.03 12.01 -0.0007
C -0.22 12.77 12.75 -0.0192
H 4.88 14.23 11.31 0.0994
H 4.66 14.40 12.98 0.0919
H 3.86 15.56 11.91 0.0740
H -1.02 12.44 12.11 0.0890
H -0.49 13.68 13.29 0.0937
H 0.07 12.02 13.48 0.0989
C -1.37 15.51 9.72 0.0090
O 0.01 15.77 10.09 -0.0116
C 0.29 16.73 10.94 -0.6243
O -0.41 17.66 11.23 0.1196
O 1.50 16.51 11.44 0.0109
C 2.02 17.44 12.38 -0.0308
H -1.44 15.64 8.65 0.0956
H -2.04 16.26 10.15 0.0910
H -1.48 14.51 10.13 0.0907
H 2.85 18.06 12.03 0.0781
H 2.41 16.84 13.20 0.0837
H 1.28 18.12 12.79 0.0948
C 13.53 15.15 21.92 -0.0483
O 12.71 14.88 20.80 0.0079
C 11.39 14.82 20.96 -0.6269
O 10.82 14.71 22.02 0.1152
O 10.81 14.79 19.79 -0.0008
C 9.38 14.62 19.73 -0.0039
H 14.46 14.59 21.84 0.0950
H 13.01 14.95 22.86 0.0907
H 13.78 16.21 21.92 0.0980
H 8.85 15.42 20.24 0.0937
H 9.18 13.68 20.25 0.1014
H 9.14 14.57 18.68 0.0843
```

Calculated values
* LUMO: -0.04 eV
* E_HOMO: -0.37532 Ha
* relative energy (zero: lowest compared OMol25 entry of this formula, charge and spin): 27.7 kcal per mole
* structure (SMILES): COC(=O)OC.COC(=O)OC.COC(=O)OC.COC(=O)OC.COC(=O)OC.O=C1OCCO1.O=C1OCCO1.O=C1OCCO1.O=C1OCCO1.O=C1OCCO1.O=C1OCCO1.O=C1OCCO1
* gap between HOMO and LUMO: 10.17 eV
* charge: 0



[2]
The molecule C19H24N4O3. Source: the OMol25 dataset; level of theory: ωB97M-V/def2-TZVPD.

```
50
Properties=species:S:1:pos:R:3:nbo_charge:R:1
C 4.98 -4.08 -1.23 -0.6751
C 3.99 -3.34 -0.44 -0.0014
C 3.19 -2.72 0.20 -0.0114
C 2.20 -1.97 0.99 -0.4765
C 0.80 -1.99 0.38 -0.0985
N 0.53 -0.94 -0.59 -0.6279
C 1.38 -0.18 -1.32 0.6391
O 2.60 -0.20 -1.24 -0.6302
C 0.70 0.75 -2.23 0.0088
N -0.65 0.86 -2.33 -0.4389
C -0.91 1.77 -3.23 0.1390
N 0.25 2.28 -3.76 -0.3112
C 0.45 3.24 -4.71 0.0148
C 1.72 3.58 -5.06 -0.2496
C 2.82 2.95 -4.44 -0.2144
C 2.62 1.99 -3.48 -0.1767
C 1.31 1.63 -3.12 0.1114
C -0.23 -1.95 1.52 0.6743
O -0.33 -2.91 2.27 -0.6407
N -0.98 -0.84 1.66 -0.6109
C -2.02 -0.70 2.66 -0.0665
C -3.26 -1.48 2.28 -0.0732
O -3.87 -0.88 1.15 -0.7343
C -2.28 0.78 2.89 -0.4028
C -3.31 1.07 3.98 -0.3953
C -3.46 2.56 4.24 -0.5991
H 4.48 -4.86 -1.81 0.2301
H 5.49 -3.41 -1.91 0.2306
H 5.71 -4.55 -0.57 0.2294
H 2.18 -2.43 1.98 0.2526
H 2.55 -0.94 1.12 0.2504
H 0.62 -2.96 -0.09 0.2238
H -0.45 -0.82 -0.84 0.4178
H -1.88 2.10 -3.55 0.2027
H -0.44 3.69 -5.14 0.2176
H 1.88 4.33 -5.81 0.2283
H 3.82 3.22 -4.72 0.2230
H 3.45 1.49 -3.00 0.2589
H -0.82 -0.07 1.04 0.4105
H -1.64 -1.13 3.60 0.2182
H -2.98 -2.51 2.06 0.1872
H -3.95 -1.52 3.13 0.1640
H -4.54 -1.47 0.81 0.4742
H -1.33 1.27 3.16 0.2055
H -2.61 1.25 1.96 0.2113
H -4.28 0.65 3.69 0.2015
H -3.02 0.56 4.91 0.1959
H -4.21 2.75 5.02 0.2098
H -2.52 3.01 4.57 0.2011
H -3.78 3.09 3.34 0.2030
```

Calculated values
* LUMO: 0.36 eV
* E_HOMO: -0.29497 Ha
* relative energy (zero: lowest compared OMol25 entry of this formula, charge and spin): 76.7 kcal per mole
* structure (SMILES): CC#CC[C@H](NC(=O)c1ncn2ccccc12)C(=O)N[C@H](CO)CCC
* gap between HOMO and LUMO: 8.39 eV
* charge: 0



[3]
A structure of composition C18H23CaI2N6O2S2Se2Te2. Source: the OMol25 dataset; level of theory: ωB97M-V/def2-TZVPD.

```
58
Properties=species:S:1:pos:R:3:nbo_charge:R:1
Ca -0.21 -0.45 0.83 1.7236
I -2.27 0.92 -6.43 0.0938
C -1.45 0.13 -4.68 -0.2228
C -0.08 -0.06 -4.57 -0.2486
C 0.44 -0.56 -3.40 -0.2702
I 2.50 -0.78 -3.19 0.1062
C -0.35 -0.89 -2.28 0.4311
O 0.15 -1.32 -1.18 -0.8977
C -1.76 -0.67 -2.42 -0.1509
C -2.68 -0.95 -1.26 -0.2349
N -2.51 0.00 -0.14 -0.6961
C -2.72 1.39 -0.53 -0.2943
C -1.49 2.04 -1.08 0.2330
C -1.58 3.02 -2.07 -0.2070
C -0.42 3.61 -2.54 -0.1630
C 0.80 3.23 -1.99 -0.2718
C 0.80 2.27 -1.00 0.0582
N -0.32 1.70 -0.55 -0.5441
C -2.28 -0.18 -3.60 -0.2171
H 0.58 0.19 -5.39 0.2258
H -3.71 -0.90 -1.64 0.1762
H -2.50 -1.96 -0.87 0.2298
H -3.18 -0.21 0.60 0.4099
H -3.54 1.49 -1.25 0.1820
H -3.01 1.92 0.39 0.2751
H -2.54 3.27 -2.48 0.2148
H -0.46 4.35 -3.33 0.2163
H 1.73 3.65 -2.34 0.2215
H 1.72 1.95 -0.53 0.2064
H -3.35 -0.02 -3.68 0.2128
Se 0.64 -2.20 4.55 -0.8003
Te -1.54 -2.07 3.27 -0.0859
Te -3.18 -0.20 4.57 -0.0047
Se -3.48 1.80 3.10 -0.8692
C 4.69 -2.86 1.02 -0.6640
C 3.46 -3.61 0.66 0.3518
N 3.43 -4.76 0.08 -0.2783
N 2.10 -5.03 -0.05 -0.3855
C 1.29 -4.07 0.44 0.2328
S -0.36 -4.07 0.54 -0.2555
N 2.20 -3.14 0.88 -0.2350
N 1.84 -1.92 1.46 -0.7294
H 5.55 -3.50 0.83 0.2464
H 4.68 -2.56 2.06 0.2381
H 4.79 -1.96 0.41 0.2284
H 1.77 -5.90 -0.45 0.4202
H 1.74 -2.02 2.49 0.4309
H 2.56 -1.24 1.23 0.3733
C -0.09 3.35 2.66 -0.8152
S -0.22 1.60 2.98 1.2540
C 0.20 1.57 4.72 -0.8383
O 1.00 0.99 2.27 -1.0977
H 0.95 3.65 2.80 0.2236
H -0.75 3.88 3.34 0.2526
H -0.40 3.52 1.63 0.2387
H -0.68 1.87 5.28 0.2581
H 1.06 2.21 4.90 0.2144
H 0.42 0.52 4.93 0.2973
```

Calculated values
* LUMO: 1.88 eV
* E_HOMO: -0.13275 Ha
* relative energy (zero: lowest compared OMol25 entry of this formula, charge and spin): 17.0 kcal per mole
* gap between HOMO and LUMO: 5.49 eV
* charge: -1



Question: charge of number 2 (C19H24N4O3)?
Answer: 0



What did the third record say?
A structure of composition C18H23CaI2N6O2S2Se2Te2. Source: the OMol25 dataset; level of theory: ωB97M-V/def2-TZVPD.

```
58
Properties=species:S:1:pos:R:3:nbo_charge:R:1
Ca -0.21 -0.45 0.83 1.7236
I -2.27 0.92 -6.43 0.0938
C -1.45 0.13 -4.68 -0.2228
C -0.08 -0.06 -4.57 -0.2486
C 0.44 -0.56 -3.40 -0.2702
I 2.50 -0.78 -3.19 0.1062
C -0.35 -0.89 -2.28 0.4311
O 0.15 -1.32 -1.18 -0.8977
C -1.76 -0.67 -2.42 -0.1509
C -2.68 -0.95 -1.26 -0.2349
N -2.51 0.00 -0.14 -0.6961
C -2.72 1.39 -0.53 -0.2943
C -1.49 2.04 -1.08 0.2330
C -1.58 3.02 -2.07 -0.2070
C -0.42 3.61 -2.54 -0.1630
C 0.80 3.23 -1.99 -0.2718
C 0.80 2.27 -1.00 0.0582
N -0.32 1.70 -0.55 -0.5441
C -2.28 -0.18 -3.60 -0.2171
H 0.58 0.19 -5.39 0.2258
H -3.71 -0.90 -1.64 0.1762
H -2.50 -1.96 -0.87 0.2298
H -3.18 -0.21 0.60 0.4099
H -3.54 1.49 -1.25 0.1820
H -3.01 1.92 0.39 0.2751
H -2.54 3.27 -2.48 0.2148
H -0.46 4.35 -3.33 0.2163
H 1.73 3.65 -2.34 0.2215
H 1.72 1.95 -0.53 0.2064
H -3.35 -0.02 -3.68 0.2128
Se 0.64 -2.20 4.55 -0.8003
Te -1.54 -2.07 3.27 -0.0859
Te -3.18 -0.20 4.57 -0.0047
Se -3.48 1.80 3.10 -0.8692
C 4.69 -2.86 1.02 -0.6640
C 3.46 -3.61 0.66 0.3518
N 3.43 -4.76 0.08 -0.2783
N 2.10 -5.03 -0.05 -0.3855
C 1.29 -4.07 0.44 0.2328
S -0.36 -4.07 0.54 -0.2555
N 2.20 -3.14 0.88 -0.2350
N 1.84 -1.92 1.46 -0.7294
H 5.55 -3.50 0.83 0.2464
H 4.68 -2.56 2.06 0.2381
H 4.79 -1.96 0.41 0.2284
H 1.77 -5.90 -0.45 0.4202
H 1.74 -2.02 2.49 0.4309
H 2.56 -1.24 1.23 0.3733
C -0.09 3.35 2.66 -0.8152
S -0.22 1.60 2.98 1.2540
C 0.20 1.57 4.72 -0.8383
O 1.00 0.99 2.27 -1.0977
H 0.95 3.65 2.80 0.2236
H -0.75 3.88 3.34 0.2526
H -0.40 3.52 1.63 0.2387
H -0.68 1.87 5.28 0.2581
H 1.06 2.21 4.90 0.2144
H 0.42 0.52 4.93 0.2973
```

Calculated values
* LUMO: 1.88 eV
* E_HOMO: -0.13275 Ha
* relative energy (zero: lowest compared OMol25 entry of this formula, charge and spin): 17.0 kcal per mole
* gap between HOMO and LUMO: 5.49 eV
* charge: -1



Question: Which formula does entry 3 have?
Answer: C18H23CaI2N6O2S2Se2Te2



Repeat the third record exactly.
A structure of composition C18H23CaI2N6O2S2Se2Te2. Source: the OMol25 dataset; level of theory: ωB97M-V/def2-TZVPD.

```
58
Properties=species:S:1:pos:R:3:nbo_charge:R:1
Ca -0.21 -0.45 0.83 1.7236
I -2.27 0.92 -6.43 0.0938
C -1.45 0.13 -4.68 -0.2228
C -0.08 -0.06 -4.57 -0.2486
C 0.44 -0.56 -3.40 -0.2702
I 2.50 -0.78 -3.19 0.1062
C -0.35 -0.89 -2.28 0.4311
O 0.15 -1.32 -1.18 -0.8977
C -1.76 -0.67 -2.42 -0.1509
C -2.68 -0.95 -1.26 -0.2349
N -2.51 0.00 -0.14 -0.6961
C -2.72 1.39 -0.53 -0.2943
C -1.49 2.04 -1.08 0.2330
C -1.58 3.02 -2.07 -0.2070
C -0.42 3.61 -2.54 -0.1630
C 0.80 3.23 -1.99 -0.2718
C 0.80 2.27 -1.00 0.0582
N -0.32 1.70 -0.55 -0.5441
C -2.28 -0.18 -3.60 -0.2171
H 0.58 0.19 -5.39 0.2258
H -3.71 -0.90 -1.64 0.1762
H -2.50 -1.96 -0.87 0.2298
H -3.18 -0.21 0.60 0.4099
H -3.54 1.49 -1.25 0.1820
H -3.01 1.92 0.39 0.2751
H -2.54 3.27 -2.48 0.2148
H -0.46 4.35 -3.33 0.2163
H 1.73 3.65 -2.34 0.2215
H 1.72 1.95 -0.53 0.2064
H -3.35 -0.02 -3.68 0.2128
Se 0.64 -2.20 4.55 -0.8003
Te -1.54 -2.07 3.27 -0.0859
Te -3.18 -0.20 4.57 -0.0047
Se -3.48 1.80 3.10 -0.8692
C 4.69 -2.86 1.02 -0.6640
C 3.46 -3.61 0.66 0.3518
N 3.43 -4.76 0.08 -0.2783
N 2.10 -5.03 -0.05 -0.3855
C 1.29 -4.07 0.44 0.2328
S -0.36 -4.07 0.54 -0.2555
N 2.20 -3.14 0.88 -0.2350
N 1.84 -1.92 1.46 -0.7294
H 5.55 -3.50 0.83 0.2464
H 4.68 -2.56 2.06 0.2381
H 4.79 -1.96 0.41 0.2284
H 1.77 -5.90 -0.45 0.4202
H 1.74 -2.02 2.49 0.4309
H 2.56 -1.24 1.23 0.3733
C -0.09 3.35 2.66 -0.8152
S -0.22 1.60 2.98 1.2540
C 0.20 1.57 4.72 -0.8383
O 1.00 0.99 2.27 -1.0977
H 0.95 3.65 2.80 0.2236
H -0.75 3.88 3.34 0.2526
H -0.40 3.52 1.63 0.2387
H -0.68 1.87 5.28 0.2581
H 1.06 2.21 4.90 0.2144
H 0.42 0.52 4.93 0.2973
```

Calculated values
* LUMO: 1.88 eV
* E_HOMO: -0.13275 Ha
* relative energy (zero: lowest compared OMol25 entry of this formula, charge and spin): 17.0 kcal per mole
* gap between HOMO and LUMO: 5.49 eV
* charge: -1